P:
DFT (wB97M-V/def2-TZVPD) results for a cluster of 2 separate species, C4H15N2O in total.

CARTESIAN COORDINATES (ANGSTROEM)
C 0.770 0.790 -1.289
N 2.165 0.606 -0.999
C -0.084 0.303 -0.125
N -1.535 0.156 -0.640
C -2.355 -0.754 0.208
C 0.043 1.072 1.167
H 0.584 1.871 -1.354
H 0.472 0.393 -2.271
H 2.834 0.966 -1.654
H 2.395 -0.294 -0.619
H 0.100 -0.759 0.033
H -1.920 1.100 -0.684
H -1.494 -0.241 -1.578
H -1.769 -1.643 0.417
H -2.531 -0.261 1.154
H -3.312 -0.967 -0.255
H 0.824 0.583 1.747
H 0.442 2.070 0.975
H -0.852 1.173 1.777
H 2.144 -1.453 1.002
H 1.648 -2.628 1.878
O 1.431 -2.083 1.112

LUMO = -3.0558 eV
Kohn-Sham gap = 0.367 Eh
total charge = +1
HOMO = -13.04 eV

***

Q:
DFT (wB97M-V/def2-TZVPD) results for a cluster of 2 separate species, C4H15N2O in total.

CARTESIAN COORDINATES (ANGSTROEM)
C 0.771 0.937 0.827
N 1.294 1.887 -0.166
C -0.212 -0.012 0.143
N -1.047 0.880 -0.724
C -1.731 0.309 -1.890
C 0.467 -1.126 -0.611
H 0.252 1.488 1.613
H 1.592 0.414 1.312
H 1.730 2.697 0.235
H 1.881 1.430 -0.844
H -0.867 -0.501 0.865
H -0.425 1.675 -0.989
H -1.766 1.349 -0.169
H -2.286 1.087 -2.421
H -2.339 -0.554 -1.696
H -1.018 -0.023 -2.653
H 1.395 -1.384 -0.115
H 0.720 -0.787 -1.600
H -0.189 -1.953 -0.824
H 0.169 -3.311 1.787
H 0.864 -2.468 2.892
O 0.335 -2.410 2.094

LUMO = -2.8202 eV
Kohn-Sham gap = 0.410 Eh
total charge = +1
HOMO = -13.97 eV

***

Which structure loses on stability? P does.

***

P:
DFT (wB97M-V/def2-TZVPD) results for a cluster of 2 separate species, C4H15N2O in total.

CARTESIAN COORDINATES (ANGSTROEM)
C -0.080 -1.677 -0.703
N 1.160 -2.055 -0.053
C -0.983 -0.718 0.131
N -0.173 -0.316 1.353
C 0.513 1.071 1.301
C -0.480 2.153 1.666
H -0.802 -2.482 -0.877
H 0.111 -1.322 -1.709
H 1.267 -3.049 0.110
H 1.931 -1.743 -0.621
H -1.783 -1.296 0.576
H -1.342 0.172 -0.361
H 0.665 -0.925 1.255
H -0.553 -0.402 2.287
H 1.315 0.900 2.027
H 1.001 1.227 0.348
H -0.902 2.089 2.661
H -1.247 2.199 0.889
H 0.101 3.081 1.576
H -0.510 1.026 -4.414
H 0.830 1.210 -3.871
O -0.038 0.857 -3.571

LUMO = -2.7214 eV
Kohn-Sham gap = 0.431 Eh
total charge = +1
HOMO = -14.45 eV

***

Q:
DFT (wB97M-V/def2-TZVPD) results for a cluster of 2 separate species, C4H15N2O in total.

CARTESIAN COORDINATES (ANGSTROEM)
C -1.383 1.585 -1.693
C -0.063 2.103 -1.004
N 0.364 1.301 0.210
H -1.970 2.481 -2.027
H -1.169 1.010 -2.615
H -2.073 1.006 -1.031
H 0.759 2.124 -1.742
H -0.128 3.174 -0.737
H -0.223 1.548 1.012
H 1.257 1.636 0.518
H 0.236 0.206 -0.018
C 1.566 -2.008 -0.118
N 0.311 -1.312 0.256
C -0.135 -1.557 1.643
O -0.942 -0.424 2.067
H 2.399 -1.332 0.134
H 1.663 -2.130 -1.222
H 1.698 -2.950 0.409
H -0.401 -1.590 -0.418
H -0.697 -2.488 1.711
H 0.743 -1.621 2.318
H -1.812 -0.762 2.347

LUMO = -2.7805 eV
Kohn-Sham gap = 0.415 Eh
total charge = +1
HOMO = -14.08 eV

***

Which structure loses on stability? Q does.

***

P:
DFT (wB97M-V/def2-TZVPD) results for a cluster of 2 separate species, C2H4BrNO2 in total.

CARTESIAN COORDINATES (ANGSTROEM)
C -1.407 1.334 1.101
C 1.486 -1.008 -0.345
N -0.393 0.358 -0.342
O -0.838 1.575 2.061
O 0.046 -0.859 -0.026
Br -1.881 0.275 -1.621
H -2.261 1.494 0.473
H 1.509 -1.694 -1.150
H 1.962 -1.469 0.457
H 1.776 -0.007 -0.607

LUMO = 0.2499 eV
Kohn-Sham gap = 0.322 Eh
HOMO = -8.52 eV

***

Q:
DFT (wB97M-V/def2-TZVPD) results for a cluster of 2 separate species, C2H4BrNO2 in total.

CARTESIAN COORDINATES (ANGSTROEM)
C -0.880 0.654 0.730
C 0.364 0.245 0.014
N 0.475 -1.066 -0.243
O -0.541 -1.715 -0.222
O 1.604 -1.531 -0.424
Br 1.919 1.211 0.130
H -1.371 -0.259 1.090
H -1.639 1.174 0.225
H -0.701 1.326 1.411
H 0.769 -0.039 -2.710

LUMO (alpha / beta) = -0.3877 / -2.2736 eV
Kohn-Sham gap (alpha / beta) = 0.336 / 0.306 Eh
HOMO (alpha / beta) = -9.53 / -10.60 eV

***

Which structure loses on stability? Q does.